1.
ORCA calculation (ωB97M-V/def2-TZVPD) on 10 unconnected molecules or ions with the total composition C22H68N8O10 at a distorted geometry.

**SMILES**: COC[C@H](C)N.COC[C@H](C)N.COC[C@H](C)N.COC[C@H](C)N.NC(N)=O.NC(N)=O.CO.CO.CO.CO
**Net charge**: 0
**LUMO level**: 0.12 eV
**Frontier orbital gap**: 9.0888 eV
**Strongest force on any atom**: 7.30 eV/Å

Cartesian coordinates (Å):
1 C 2.007 -2.998 1.512
2 O 3.437 -3.081 1.590
3 C 4.074 -2.307 0.616
4 C 3.918 -0.842 0.984
5 C 4.972 0.024 0.177
6 N 4.063 -0.659 2.374
7 H 1.623 -2.025 1.820
8 H 1.622 -3.904 1.979
9 H 1.698 -3.027 0.467
10 H 5.130 -2.570 0.550
11 H 3.502 -2.567 -0.275
12 H 2.923 -0.487 0.716
13 H 6.016 -0.095 0.464
14 H 4.710 1.030 0.504
15 H 4.944 -0.126 -0.902
16 H 3.709 -1.561 2.661
17 H 5.011 -0.774 2.703
18 C 1.913 2.401 -0.423
19 O 1.526 1.758 -1.652
20 C 0.811 2.682 -2.380
21 C 0.391 2.043 -3.719
22 C -0.596 3.043 -4.425
23 N -0.264 0.746 -3.488
24 H 2.260 1.674 0.311
25 H 1.034 2.767 0.109
26 H 2.452 3.347 -0.487
27 H -0.002 3.096 -1.785
28 H 1.429 3.544 -2.633
29 H 1.169 1.968 -4.479
30 H -1.597 2.957 -4.002
31 H -0.634 2.822 -5.491
32 H -0.322 4.095 -4.338
33 H -0.223 0.338 -4.411
34 H -1.238 0.830 -3.235
35 C -1.030 6.187 -0.421
36 O -1.215 4.792 -0.481
37 C -2.603 4.431 -0.415
38 C -2.733 2.879 -0.177
39 C -4.110 2.195 -0.477
40 N -2.348 2.538 1.157
41 H -0.004 6.318 -0.079
42 H -1.569 6.730 0.356
43 H -1.209 6.773 -1.323
44 H -3.140 5.009 0.338
45 H -3.032 4.491 -1.416
46 H -1.967 2.446 -0.820
47 H -4.430 2.378 -1.503
48 H -4.814 2.596 0.251
49 H -4.106 1.117 -0.318
50 H -2.057 1.576 1.063
51 H -1.440 2.956 1.299
52 C -4.859 -5.394 1.695
53 O -4.334 -4.427 0.751
54 C -2.929 -4.212 0.921
55 C -2.556 -3.725 2.369
56 C -3.270 -2.439 2.871
57 N -1.168 -3.348 2.284
58 H -4.942 -4.844 2.632
59 H -4.267 -6.279 1.932
60 H -5.869 -5.701 1.426
61 H -2.407 -5.148 0.724
62 H -2.431 -3.555 0.208
63 H -2.644 -4.546 3.081
64 H -3.084 -2.169 3.910
65 H -4.355 -2.489 2.778
66 H -3.034 -1.569 2.258
67 H -0.705 -4.230 2.114
68 H -0.789 -3.090 3.184
69 N 1.234 -0.818 4.188
70 C -0.009 -1.001 4.371
71 N -0.628 0.097 4.100
72 O -0.508 -2.071 4.777
73 H 1.916 -1.535 4.388
74 H 1.589 -0.089 3.586
75 H -0.155 0.881 3.673
76 H -1.536 0.295 4.496
77 N 2.740 -0.192 -3.681
78 C 3.943 0.320 -3.815
79 N 4.099 1.392 -3.110
80 O 4.830 -0.083 -4.546
81 H 2.014 0.189 -3.091
82 H 2.491 -0.987 -4.252
83 H 3.292 1.772 -2.637
84 H 4.904 1.969 -3.305
85 C -3.025 -1.888 -1.463
86 O -3.036 -0.759 -2.227
87 H -3.538 -2.736 -1.916
88 H -1.949 -1.995 -1.329
89 H -3.529 -1.655 -0.525
90 H -2.532 -0.044 -1.831
91 C 1.683 -3.235 -2.762
92 O 1.568 -3.503 -4.175
93 H 2.766 -3.220 -2.638
94 H 1.243 -2.269 -2.517
95 H 1.251 -4.097 -2.254
96 H 0.621 -3.611 -4.287
97 C 0.195 3.131 3.418
98 O 0.922 2.104 2.803
99 H -0.814 3.305 3.044
100 H 0.298 3.035 4.499
101 H 0.556 4.137 3.202
102 H 1.843 2.216 3.046
103 C -0.139 -0.480 0.142
104 O -0.798 0.389 -0.778
105 H -0.748 -1.166 0.731
106 H 0.528 -1.093 -0.464
107 H 0.507 0.072 0.825
108 H -0.108 0.837 -1.274

=====

2.
ORCA calculation (ωB97M-V/def2-TZVPD) on 12 unconnected molecules or ions with the total composition C22H68O12 at a distorted geometry.

**SMILES**: CC(C)O.CC(C)O.CC(C)O.CC(C)O.CC(C)O.CO.CO.CO.CO.CO.CO.CO
**Energy above the lowest of the compared OMol25 structures with the same formula, charge and spin**: 1.6690 eV
**Net charge**: 0
**LUMO level**: 0.42 eV
**Frontier orbital gap**: 9.9460 eV
**Strongest force on any atom**: 1.62 eV/Å

Cartesian coordinates (Å):
1 C -3.274 2.084 2.021
2 C -3.419 1.786 3.524
3 C -4.657 2.356 4.210
4 O -3.458 0.355 3.642
5 H -2.328 1.681 1.664
6 H -3.302 3.161 1.851
7 H -4.066 1.562 1.481
8 H -2.562 2.234 4.037
9 H -4.784 3.414 3.975
10 H -4.586 2.276 5.294
11 H -5.520 1.808 3.830
12 H -2.553 0.059 3.466
13 C 2.546 -4.863 0.673
14 C 1.015 -4.838 0.869
15 C 0.291 -4.125 -0.264
16 O 0.608 -6.184 1.014
17 H 2.979 -3.869 0.543
18 H 2.752 -5.420 -0.243
19 H 3.094 -5.359 1.476
20 H 0.772 -4.305 1.794
21 H -0.773 -4.126 -0.020
22 H 0.497 -4.516 -1.261
23 H 0.528 -3.064 -0.355
24 H 1.153 -6.533 1.724
25 C -0.971 -2.345 -3.404
26 C -1.026 -0.971 -4.004
27 C -1.854 -0.926 -5.277
28 O -1.660 -0.079 -3.109
29 H -0.493 -2.312 -2.423
30 H -0.318 -3.016 -3.967
31 H -1.934 -2.840 -3.277
32 H -0.021 -0.542 -4.042
33 H -1.850 0.038 -5.785
34 H -2.862 -1.276 -5.059
35 H -1.410 -1.573 -6.041
36 H -2.229 -0.580 -2.507
37 C 2.925 3.601 3.210
38 C 1.627 3.014 2.719
39 C 0.402 3.907 2.956
40 O 1.675 2.711 1.349
41 H 3.801 3.074 2.827
42 H 2.966 3.524 4.297
43 H 3.130 4.640 2.943
44 H 1.491 2.063 3.245
45 H -0.534 3.374 2.791
46 H 0.451 4.823 2.368
47 H 0.431 4.183 4.015
48 H 1.049 1.995 1.176
49 C -4.801 -2.851 0.042
50 C -4.158 -1.522 -0.329
51 C -2.918 -1.284 0.513
52 O -3.669 -1.498 -1.668
53 H -4.113 -3.687 -0.091
54 H -5.719 -3.066 -0.507
55 H -5.057 -2.876 1.103
56 H -4.850 -0.701 -0.129
57 H -2.358 -0.406 0.191
58 H -2.212 -2.118 0.483
59 H -3.152 -1.168 1.572
60 H -4.406 -1.654 -2.268
61 C 1.079 2.616 -3.430
62 O 1.466 3.852 -4.043
63 H 0.492 2.961 -2.577
64 H 0.513 2.050 -4.172
65 H 1.953 2.054 -3.109
66 H 0.672 4.349 -4.252
67 C 5.012 1.420 -1.830
68 O 5.442 1.393 -3.167
69 H 3.922 1.437 -1.742
70 H 5.304 0.450 -1.427
71 H 5.450 2.224 -1.236
72 H 4.951 2.031 -3.692
73 C -0.022 -1.161 3.133
74 O -0.664 0.120 3.078
75 H -0.463 -1.881 2.439
76 H 1.052 -1.112 2.944
77 H -0.189 -1.552 4.136
78 H -0.547 0.452 2.173
79 C 0.768 -0.092 -0.386
80 O -0.051 0.694 0.482
81 H 1.642 -0.429 0.172
82 H 0.132 -0.915 -0.711
83 H 1.129 0.551 -1.189
84 H -0.532 1.288 -0.115
85 C -1.658 4.143 -0.478
86 O -1.459 2.747 -0.694
87 H -1.122 4.485 0.407
88 H -1.285 4.766 -1.293
89 H -2.710 4.353 -0.281
90 H -1.741 2.634 -1.608
91 C 2.893 -1.859 -3.059
92 O 2.925 -3.248 -3.284
93 H 2.051 -1.389 -3.565
94 H 2.893 -1.512 -2.020
95 H 3.824 -1.436 -3.449
96 H 3.794 -3.555 -3.013
97 C 4.488 0.192 1.711
98 O 3.715 -0.604 2.613
99 H 3.880 0.813 1.056
100 H 5.076 0.923 2.275
101 H 5.243 -0.405 1.195
102 H 4.355 -1.078 3.151

=====

3.
ORCA calculation (ωB97M-V/def2-TZVPD) on 15 unconnected molecules or ions with the total composition C22H72N29O14 at a distorted geometry.

**Net charge**: +1
**LUMO level**: -2.62 eV
**Frontier orbital gap**: 8.4187 eV
**Strongest force on any atom**: 1.81 eV/Å

Cartesian coordinates (Å):
1 C 3.238 -0.566 -1.739
2 C 2.327 0.657 -1.575
3 C 1.166 0.745 -2.581
4 C 0.963 2.236 -2.899
5 N -0.033 0.211 -1.900
6 C -1.199 0.707 -1.932
7 C -2.171 -0.013 -1.080
8 C -1.162 -0.728 -0.109
9 C -0.045 -1.004 -1.081
10 H 3.277 -1.096 -0.795
11 H 4.246 -0.223 -1.922
12 H 2.942 -1.220 -2.551
13 H 2.920 1.553 -1.663
14 H 1.890 0.690 -0.583
15 H 1.312 0.158 -3.481
16 H 0.613 2.664 -1.968
17 H 0.269 2.429 -3.711
18 H 1.916 2.667 -3.148
19 H -1.498 1.575 -2.488
20 H -2.879 -0.647 -1.597
21 H -2.680 0.769 -0.526
22 H -0.880 0.059 0.581
23 H -1.549 -1.604 0.381
24 H -0.349 -1.867 -1.676
25 H 0.906 -1.293 -0.654
26 C 2.434 0.547 2.280
27 O 2.353 -0.306 1.393
28 N 1.488 0.708 3.241
29 N 3.486 1.398 2.336
30 H 1.555 1.415 3.959
31 H 0.700 0.087 3.226
32 H 4.181 1.322 1.614
33 H 3.582 2.112 3.035
34 C 3.969 3.980 -0.163
35 O 4.372 2.823 -0.132
36 N 2.665 4.283 0.156
37 N 4.757 5.026 -0.495
38 H 2.296 5.215 0.150
39 H 2.072 3.523 0.432
40 H 5.733 4.844 -0.733
41 H 4.427 5.972 -0.517
42 C 0.919 4.182 5.039
43 O 1.318 3.019 5.046
44 N -0.361 4.520 5.327
45 N 1.736 5.233 4.752
46 H -0.686 5.476 5.325
47 H -0.996 3.779 5.557
48 H 2.695 5.032 4.541
49 H 1.422 6.187 4.766
50 C -4.887 -3.054 1.017
51 O -5.948 -3.373 1.521
52 N -3.695 -3.096 1.690
53 N -4.767 -2.638 -0.278
54 H -2.824 -2.859 1.257
55 H -3.685 -3.376 2.654
56 H -5.599 -2.601 -0.837
57 H -3.893 -2.382 -0.698
58 C -0.569 1.748 -6.976
59 O 0.191 2.660 -6.699
60 N -0.702 0.656 -6.160
61 N -1.340 1.742 -8.098
62 H -1.321 -0.112 -6.346
63 H -0.147 0.657 -5.328
64 H -1.260 2.531 -8.713
65 H -1.971 1.001 -8.337
66 C 8.611 5.098 -0.069
67 O 7.467 5.356 -0.436
68 N 9.645 4.978 -0.933
69 N 8.912 4.917 1.249
70 H 10.583 4.775 -0.646
71 H 9.457 5.130 -1.911
72 H 8.161 5.001 1.909
73 H 9.833 4.707 1.582
74 C 0.119 -3.310 3.665
75 O -0.929 -2.997 3.110
76 N 1.295 -3.366 2.984
77 N 0.181 -3.613 4.991
78 H 2.178 -3.591 3.404
79 H 1.267 -3.146 2.007
80 H -0.675 -3.575 5.512
81 H 1.028 -3.868 5.462
82 C -3.581 -5.354 -2.314
83 O -3.747 -4.232 -2.773
84 N -3.285 -6.430 -3.092
85 N -3.674 -5.617 -0.975
86 H -3.150 -7.356 -2.726
87 H -3.201 -6.276 -4.080
88 H -3.885 -4.844 -0.373
89 H -3.536 -6.533 -0.579
90 C -0.818 7.661 7.400
91 O -0.621 7.314 6.241
92 N -1.211 8.923 7.720
93 N -0.656 6.804 8.446
94 H -1.377 9.230 8.659
95 H -1.336 9.572 6.965
96 H -0.363 5.868 8.234
97 H -0.810 7.062 9.402
98 C -4.248 -9.118 1.116
99 O -3.760 -9.095 -0.006
100 N -4.775 -8.004 1.697
101 N -4.319 -10.253 1.867
102 H -5.187 -7.988 2.612
103 H -4.751 -7.156 1.163
104 H -3.949 -11.094 1.465
105 H -4.725 -10.289 2.784
106 C 9.044 7.323 -4.284
107 O 9.784 6.971 -3.381
108 N 9.437 7.328 -5.592
109 N 7.764 7.740 -4.052
110 H 8.846 7.615 -6.349
111 H 10.373 7.029 -5.790
112 H 7.451 7.742 -3.098
113 H 7.136 8.035 -4.774
114 C -4.787 1.867 -3.621
115 O -4.760 0.981 -4.452
116 N -5.771 1.968 -2.679
117 N -3.812 2.833 -3.562
118 H -5.812 2.695 -1.991
119 H -6.498 1.276 -2.702
120 H -3.086 2.787 -4.254
121 H -3.798 3.576 -2.888
122 C -8.703 -9.703 2.008
123 O -8.220 -10.337 2.933
124 N -7.950 -9.286 0.949
125 N -10.024 -9.360 1.966
126 H -8.308 -8.757 0.176
127 H -6.978 -9.532 0.962
128 H -10.599 -9.654 2.734
129 H -10.440 -8.839 1.217
130 C 0.831 -4.286 -1.626
131 O 0.947 -4.852 -2.692
132 N -0.302 -4.368 -0.863
133 N 1.836 -3.510 -1.097
134 H -0.411 -3.905 0.020
135 H -1.056 -4.932 -1.215
136 H 2.684 -3.435 -1.629
137 H 1.774 -3.042 -0.213